No. 1
{
  "formula": "C3H2N2O3",
  "method": "ωB97M-V/def2-TZVPD",
  "species": ["C", "C", "C", "H", "H", "N", "N", "O", "O", "O"],
  "positions_angstrom": [[-0.8147, -0.1778, -0.0933], [-0.5845, 1.1831, 0.0747], [1.5279, -0.5131, -0.1438], [-1.9904, -1.8573, 0.2818], [-1.2111, 2.1475, 0.3660], [0.7457, 1.5742, -0.0808], [1.8083, 0.8390, -0.2096], [-1.9993, -0.8177, -0.1743], [2.3975, -1.3488, 0.0611], [0.1206, -1.0291, -0.0817]],
  "energy_ev": -12262.64273,
  "lumo_ha": -0.03367,
  "e_homo_ha": -0.3601,
  "de_lowest_kj_mol": 418.7
}


No. 2
{
  "formula": "C3H12NO2",
  "method": "ωB97M-V/def2-TZVPD",
  "species": ["C", "C", "C", "N", "H", "H", "H", "H", "H", "H", "H", "H", "H", "H", "O", "H", "H", "O"],
  "positions_angstrom": [[0.1453, 0.3771, 2.7494], [1.0047, 0.9735, 1.6031], [0.7327, 1.4363, 0.4140], [-0.6110, 1.5388, -0.2235], [-0.8196, 0.0980, 2.2551], [-0.0679, 1.0078, 3.5952], [0.6584, -0.4386, 3.2264], [2.0849, 1.0310, 1.7925], [1.4186, 1.6037, -0.4194], [-0.7568, 2.4802, -0.6320], [-1.3759, 1.3561, 0.3845], [-0.6937, 0.8253, -1.0511], [-0.7882, -1.3477, -1.8394], [-2.1591, -0.9638, -2.4583], [-1.4445, -0.6452, -1.8259], [1.1407, -3.2022, -2.3967], [0.4028, -3.5298, -1.2394], [0.6866, -2.6564, -1.7056]],
  "energy_ev": -8883.53646,
  "charge": 1,
  "lumo_ha": -0.11258,
  "e_homo_ha": -0.5335,
  "de_lowest_kj_mol": 129.1
}


No. 3
{
  "formula": "CClF3O2S",
  "method": "ωB97M-V/def2-TZVPD",
  "species": ["C", "O", "O", "F", "F", "F", "S", "Cl"],
  "positions_angstrom": [[0.6434, -0.7458, 0.1971], [-2.0587, -0.0580, 0.4005], [-1.2977, 0.7770, -1.7382], [1.6068, -0.4433, -0.6839], [0.1680, -1.9326, -0.1466], [0.9998, -0.7903, 1.4540], [-1.0363, 0.6140, -0.3507], [0.9747, 2.5791, 0.8677]],
  "energy_ev": -36638.18528,
  "lumo_ha": [-0.15599, -0.12391],
  "e_homo_ha": [-0.3899, -0.4460],
  "de_lowest_kj_mol": 301.4
}


No. 4
{
  "formula": "C2H5NOS",
  "method": "ωB97M-V/def2-TZVPD",
  "species": ["C", "C", "H", "H", "H", "H", "H", "N", "O", "S"],
  "positions_angstrom": [[-1.9261, -0.2474, 0.2398], [0.5079, -0.2336, -0.1983], [-2.5691, -1.1200, 0.4435], [-2.1110, 0.3577, 1.2750], [-2.5414, 0.4848, -0.5245], [0.9204, -2.1895, 0.2836], [2.4541, -0.9957, 1.5442], [1.4911, -1.1683, 0.0035], [-0.6034, -0.9135, -0.3872], [0.4216, 1.3647, -0.0123]],
  "energy_ev": -16521.32550,
  "lumo_ha": -0.07296,
  "e_homo_ha": -0.3188,
  "de_lowest_kj_mol": 680.8
}


No. 5
{
  "formula": "C2H2N2OS2",
  "method": "ωB97M-V/def2-TZVPD",
  "species": ["C", "C", "N", "N", "O", "S", "S", "H", "H"],
  "positions_angstrom": [[0.0863, 1.6577, 1.1861], [2.5203, 2.0039, -0.1168], [-0.2186, 0.5486, 0.5778], [-0.0118, -0.6696, 0.9714], [2.0525, 1.4429, -1.0169], [-0.4098, 2.8878, 2.0207], [3.2258, 2.7665, 1.0160], [-0.3791, 0.7553, -0.4258], [-0.0409, -1.3225, 0.1932]],
  "energy_ev": -28800.80612,
  "lumo_ha": [-0.02137, -0.02225],
  "e_homo_ha": [-0.2816, -0.2792],
  "de_lowest_kj_mol": 271.9
}


No. 6
{
  "formula": "C4H10O2",
  "method": "ωB97M-V/def2-TZVPD",
  "species": ["C", "C", "C", "C", "H", "H", "H", "H", "H", "H", "H", "H", "O", "H", "H", "O"],
  "positions_angstrom": [[-0.2604, 2.7556, 0.3613], [0.2771, 1.5411, 0.2429], [1.3534, 0.9840, 1.1019], [1.8070, -0.2545, 1.0156], [0.2128, 3.5502, 0.8772], [-1.0252, 3.0702, -0.3233], [-0.1327, 0.8632, -0.5497], [2.0323, 1.7535, 1.4986], [2.4665, -0.6919, 1.8170], [1.5124, -0.8983, 0.2154], [-1.0582, -3.0272, 0.9884], [-0.3823, -3.7485, -0.2675], [-0.2419, -3.3253, 0.5769], [-2.7433, 0.0774, -2.6463], [-2.1342, -0.8693, -1.7169], [-1.9561, -0.4709, -2.5798]],
  "energy_ev": -8403.04467,
  "lumo_ha": 0.01724,
  "e_homo_ha": -0.3223,
  "de_lowest_kj_mol": 241.4
}


No. 7
{
  "formula": "C48H85N12OPb",
  "method": "ωB97M-V/def2-TZVPD",
  "species": ["Pb", "O", "H", "C", "C", "C", "C", "N", "H", "H", "H", "H", "H", "H", "H", "C", "C", "C", "C", "N", "H", "H", "H", "H", "H", "H", "H", "C", "C", "C", "C", "N", "H", "H", "H", "H", "H", "H", "H", "C", "C", "C", "C", "N", "H", "H", "H", "H", "H", "H", "H", "C", "C", "C", "C", "N", "H", "H", "H", "H", "H", "H", "H", "C", "C", "C", "C", "N", "H", "H", "H", "H", "H", "H", "H", "C", "C", "C", "C", "N", "H", "H", "H", "H", "H", "H", "H", "C", "C", "C", "C", "N", "H", "H", "H", "H", "H", "H", "H", "C", "C", "C", "C", "N", "H", "H", "H", "H", "H", "H", "H", "C", "C", "C", "C", "N", "H", "H", "H", "H", "H", "H", "H", "C", "C", "C", "C", "N", "H", "H", "H", "H", "H", "H", "H", "C", "C", "C", "C", "N", "H", "H", "H", "H", "H", "H", "H"],
  "positions_angstrom": [[11.2328, -17.0850, 26.8902], [11.7997, -17.9522, 29.0434], [11.7901, -18.6209, 29.7556], [13.7338, -20.8641, 24.1172], [14.0177, -21.1614, 25.5982], [12.7441, -21.5532, 26.3468], [11.7327, -20.4862, 26.3001], [10.9036, -19.6887, 26.2098], [13.2349, -21.7258, 23.6735], [14.6688, -20.7573, 23.5673], [13.2199, -19.9269, 23.9038], [14.5141, -20.3512, 26.1324], [14.6252, -22.0664, 25.5907], [13.0819, -21.6672, 27.3769], [12.3293, -22.4889, 25.9722], [15.1946, -13.7468, 23.5673], [15.8095, -13.6145, 24.9799], [14.7800, -13.2077, 26.1079], [13.6645, -14.1466, 26.3145], [12.8072, -14.9166, 26.5228], [14.4688, -14.5598, 23.5806], [15.9624, -13.9786, 22.8291], [14.7949, -12.7706, 23.2927], [16.6416, -12.9108, 25.0049], [16.2195, -14.5844, 25.2613], [14.4397, -12.1874, 25.9314], [15.2933, -13.2031, 27.0695], [14.8157, -15.1793, 32.1633], [14.9730, -16.5025, 31.4310], [14.4677, -16.5211, 30.0032], [15.2928, -15.6352, 29.1291], [15.9839, -14.9623, 28.4990], [15.2313, -14.3918, 31.5346], [15.3406, -15.2772, 33.1135], [13.8167, -14.7951, 32.3696], [14.4658, -17.3142, 31.9525], [16.0081, -16.8440, 31.4276], [13.4040, -16.2879, 29.9558], [14.4677, -17.5279, 29.5855], [7.7784, -18.4488, 32.1166], [7.9141, -18.9018, 30.6560], [9.1955, -19.7608, 30.4710], [9.2682, -20.9743, 31.2345], [9.3365, -21.9583, 31.8623], [7.8207, -19.3103, 32.7830], [6.7678, -18.0583, 32.2363], [8.5888, -17.7359, 32.2691], [8.0555, -18.0286, 30.0193], [6.9990, -19.4388, 30.4062], [10.0222, -19.1044, 30.7426], [9.1818, -20.0648, 29.4244], [13.5027, -20.3353, 31.6500], [13.1821, -21.3207, 30.5589], [14.3695, -21.9811, 29.8717], [15.2483, -21.0067, 29.1675], [15.9251, -20.2120, 28.5988], [12.6203, -19.8952, 32.1146], [14.0497, -19.5336, 31.1540], [14.0900, -20.8158, 32.4326], [12.6106, -20.7552, 29.8229], [12.5704, -22.0935, 31.0245], [14.1511, -22.6895, 29.0726], [14.9152, -22.5729, 30.6066], [5.2919, -16.9664, 29.1753], [5.0907, -17.2910, 27.6905], [6.0603, -18.3471, 27.1800], [7.4547, -17.9840, 27.1099], [8.5815, -17.6685, 27.0125], [6.3114, -16.6045, 29.3088], [5.1497, -17.8427, 29.8076], [4.5070, -16.2832, 29.4996], [5.2211, -16.4174, 27.0518], [4.0823, -17.6862, 27.5679], [5.8517, -18.6248, 26.1468], [5.9773, -19.1782, 27.8803], [8.7518, -18.2338, 35.3004], [9.9051, -19.2259, 35.1861], [11.2664, -18.6377, 35.5950], [11.6175, -17.2730, 35.1581], [11.8856, -16.1928, 34.8180], [7.8252, -18.7790, 35.1210], [8.8726, -17.3391, 34.6896], [8.5878, -17.8288, 36.2990], [9.9825, -19.5106, 34.1368], [9.7040, -20.1707, 35.6911], [12.0292, -19.4030, 35.4520], [11.2702, -18.6134, 36.6848], [9.9465, -13.4585, 32.4628], [9.7225, -14.9177, 32.2035], [10.6652, -15.6044, 31.1921], [10.3725, -15.3140, 29.7784], [10.1852, -15.1341, 28.6376], [9.7809, -12.8927, 31.5459], [10.9442, -13.1680, 32.7919], [9.2309, -13.2136, 33.2476], [8.6659, -15.1350, 32.0472], [9.8788, -15.4646, 33.1333], [10.6174, -16.6932, 31.2083], [11.6872, -15.2966, 31.4129], [13.9700, -12.4422, 29.6608], [12.6701, -11.9018, 30.2726], [12.6281, -10.3513, 30.3464], [12.7357, -9.6864, 29.0609], [12.8476, -9.1381, 28.0426], [14.1733, -11.9718, 28.6988], [13.8692, -13.4919, 29.3850], [14.8464, -12.1323, 30.2301], [12.5669, -12.3221, 31.2730], [11.8320, -12.1713, 29.6298], [13.5354, -10.0952, 30.8935], [11.7676, -10.0539, 30.9456], [13.0446, -15.8336, 21.0389], [11.4764, -15.9200, 20.9664], [10.9955, -17.2406, 21.6750], [11.3826, -17.3781, 23.0905], [11.6372, -17.4481, 24.2530], [13.3946, -14.9848, 20.4514], [13.4732, -16.7938, 20.7519], [13.4117, -15.7402, 22.0609], [11.1655, -15.9919, 19.9242], [11.0175, -15.0057, 21.3425], [11.4984, -18.0736, 21.1838], [9.9099, -17.3150, 21.6112], [16.5474, -17.8472, 23.4850], [17.1932, -18.2582, 24.8158], [16.6179, -17.6403, 26.0909], [15.1598, -17.6550, 26.2958], [14.0207, -17.6490, 26.5291], [16.5359, -16.7667, 23.3418], [15.5320, -18.2396, 23.5419], [17.0305, -18.2414, 22.5909], [18.2752, -18.1338, 24.7715], [17.0272, -19.3296, 24.9282], [16.9224, -16.5965, 26.1671], [17.1034, -18.2284, 26.8697], [7.7716, -24.8713, 28.7577], [9.1441, -24.1558, 28.9673], [9.3569, -23.0006, 27.9440], [8.3012, -21.9723, 27.9835], [7.4298, -21.2271, 27.9991], [6.8463, -24.3189, 28.9216], [7.7347, -25.7398, 29.4153], [7.7233, -25.1742, 27.7117], [10.0145, -24.8114, 28.9911], [9.1731, -23.7697, 29.9862], [9.4847, -23.3647, 26.9246], [10.2800, -22.4862, 28.2114]],
  "energy_ev": -76323.89897,
  "charge": 1,
  "lumo_ha": -0.05518,
  "e_homo_ha": -0.4045
}